1.
C23H41N2P3PrS as an isolated structure, computed with wB97M-V/def2-TZVPD.

CARTESIAN COORDINATES (ANGSTROEM)
Pr 0.110108 0.058110 0.065124
P -1.682866 2.118649 0.751906
P -2.103805 -1.435096 1.770904
P 2.126429 1.972050 -0.606870
H -1.049006 -3.387931 -0.812167
C 0.042220 -3.230119 -1.045198
C 1.018046 -3.290226 -0.144333
H 0.956902 -3.746657 0.854169
C -2.798679 2.190118 -0.693134
C -2.855349 2.212307 2.144394
C -0.937926 3.787851 0.793950
C -1.884572 -3.230644 2.082241
C -2.613498 -1.037820 3.501502
C -3.737392 -1.447977 0.988876
C 3.593693 1.045403 -1.158618
C 2.910475 3.417697 0.194064
C 1.474302 2.766694 -2.128877
H 0.291646 -3.000062 -2.100658
H 1.990099 -2.846406 -0.451607
H -3.420245 3.087749 -0.562013
H -3.409340 1.277207 -0.735891
H -2.218919 2.243607 -1.625665
H -3.331006 3.202439 2.081316
H -2.321656 2.108906 3.095916
H -3.584323 1.393498 2.090343
H -1.783275 4.484007 0.884727
H -0.326095 3.976541 -0.098780
H -0.279036 3.877610 1.666432
H -2.868198 -3.732329 2.042727
H -1.488212 -3.378021 3.099584
H -1.178595 -3.654684 1.356432
H -3.626103 -1.423768 3.663468
H -2.610062 0.037761 3.676734
H -1.919752 -1.493655 4.212457
H -4.418611 -2.105124 1.559693
H -3.641402 -1.822106 -0.041742
H -4.153450 -0.429550 0.942855
H 3.967201 1.470816 -2.104396
H 3.367329 -0.022713 -1.317729
H 4.372304 1.099431 -0.375987
H 3.410352 4.029362 -0.580960
H 3.630385 3.060882 0.949069
H 2.149498 4.011255 0.725055
H 2.330987 3.123116 -2.700881
H 0.836118 3.627013 -1.880181
H 0.960590 2.053731 -2.787215
C 1.509586 -1.238690 -4.883342
C 0.977905 -0.583534 -6.017836
C 1.245139 -1.059200 -7.298725
C 1.993896 -2.215160 -7.477850
C 2.502533 -2.899968 -6.384320
C 2.256066 -2.434794 -5.090627
S 1.310240 -0.546702 -3.230948
H 0.073725 -0.785951 -2.694479
H 0.401753 0.309969 -5.837712
H 0.822135 -0.495459 -8.131214
H 2.160966 -2.568249 -8.469419
H 3.049307 -3.835364 -6.555570
H 2.624234 -3.013576 -4.247050
N -0.279040 -0.373475 7.958982
C 0.100063 -0.282730 6.853637
C 0.443064 -0.163685 5.450939
C 0.816194 -1.290317 4.708758
C 0.930754 -1.199539 3.329834
N 0.628928 -0.071310 2.628736
C 0.424024 1.056425 3.368560
C 0.246808 1.035391 4.763987
H 0.944671 -2.259067 5.190326
H 1.241996 -2.047578 2.717641
H 0.380740 2.005212 2.826928
H -0.103016 1.938420 5.279716

Forces on the atoms, in the same order (eV/Å):
Pr 0.18 -2.04 0.84
P -0.70 0.89 0.06
P -0.66 -0.51 0.87
P 0.91 1.31 -0.42
H 1.33 -0.54 -0.33
C -1.58 0.47 -0.55
C 1.03 0.86 0.26
H -0.19 0.49 -0.39
C 0.25 -0.22 -0.04
C 0.24 -0.30 0.14
C 0.18 -0.26 0.02
C 0.44 -0.33 -0.15
C 0.37 0.69 -0.10
C -0.36 0.15 -0.60
C 0.31 -0.70 0.05
C -0.25 -0.02 0.61
C -0.29 -0.18 -0.15
H -0.29 0.11 0.82
H -0.29 -1.03 0.22
H 0.01 -0.33 -0.33
H -0.05 0.36 0.04
H -0.23 0.23 0.12
H -0.06 -0.41 0.13
H -0.13 0.23 -0.15
H 0.05 0.42 -0.05
H 0.45 0.10 -0.14
H -0.40 0.10 0.21
H -0.24 0.12 -0.09
H 0.52 0.15 -0.13
H 0.00 0.03 -0.45
H -0.46 -0.24 0.31
H 0.24 0.00 0.01
H -0.15 -0.11 0.13
H -0.17 0.04 -0.12
H 0.25 0.36 -0.34
H -0.23 0.04 0.24
H -0.01 -0.38 0.00
H -0.05 -0.17 0.39
H 0.18 0.43 -0.09
H -0.32 0.08 -0.39
H -0.19 -0.32 0.46
H -0.16 0.23 -0.36
H 0.34 -0.01 -0.30
H 0.06 0.14 0.03
H 0.16 -0.31 -0.13
H -0.05 0.31 0.24
C -0.17 -1.29 -1.28
C 0.52 -0.11 1.04
C -0.45 0.45 0.41
C -0.20 0.47 0.40
C -0.13 -0.16 0.28
C -0.34 0.46 0.44
S 0.54 0.30 0.28
H -0.24 -0.43 -0.88
H -0.13 0.16 -0.30
H 0.23 -0.33 0.09
H 0.17 -0.27 -0.51
H -0.16 0.49 0.28
H 0.01 0.20 -0.07
N 0.97 0.20 -2.64
C -0.71 -0.07 2.09
C -0.61 -0.19 -0.10
C 0.17 -0.28 -0.14
C -0.46 0.37 -0.42
N 1.11 0.75 0.66
C -0.35 -0.66 0.41
C 0.07 0.41 -0.70
H 0.20 0.29 -0.05
H -0.25 0.02 0.34
H -0.22 -0.32 0.15
H 0.45 -0.37 -0.17

Values from the calculation:
HOMO (alpha / beta): -0.595 / -0.595 hartree
Charge: +3
Energy above the lowest of the compared OMol25 structures with the same formula, charge and spin: 0.7070 eV
Frontier orbital gap (alpha / beta): 5.4 / 6.4 eV
Multiplicity: 3


2.
C23H41OsS3 as an isolated structure, computed with wB97M-V/def2-TZVPD.

CARTESIAN COORDINATES (ANGSTROEM)
Os 0.559700 0.777089 -0.236596
C -0.729626 0.709730 1.528516
C -0.596626 -0.682861 1.279296
C -1.272110 -0.909496 -0.021390
C -1.675038 0.388598 -0.526251
C -1.441420 1.373824 0.450151
C -1.639485 2.864319 0.438283
C -2.102158 3.358721 -0.928999
C -2.649130 3.274240 1.516795
C -0.224573 3.386217 0.793910
C -1.791826 -2.157224 -0.697008
C -2.921593 -2.575924 0.297133
C -2.473850 -1.827339 -2.031297
C -0.849737 -3.358280 -0.942516
C -0.115579 -1.560496 2.445990
C -1.306379 -1.629396 3.432016
C 1.041142 -0.864400 3.182582
C 0.342939 -2.975097 2.110813
H -0.403680 1.198016 2.431364
H -2.189066 0.549414 -1.458791
H -3.084125 2.953005 -1.173334
H -1.410576 3.104651 -1.734859
H -2.201109 4.443964 -0.907688
H -3.643960 2.901256 1.275791
H -2.704175 4.362798 1.564481
H -2.367678 2.909545 2.505999
H 0.620790 2.746564 0.339019
H -0.028354 3.410863 1.862634
H -0.023674 4.371666 0.368865
H -3.567586 -1.741488 0.577690
H -2.523917 -3.043260 1.192271
H -3.537401 -3.308510 -0.225518
H -3.339160 -1.174622 -1.915010
H -2.831905 -2.757909 -2.469456
H -1.783256 -1.382196 -2.752777
H 0.030130 -3.379321 -0.314740
H -0.525089 -3.376057 -1.980941
H -1.405972 -4.278760 -0.767438
H -1.593448 -0.636628 3.781942
H -1.002607 -2.212473 4.301108
H -2.183594 -2.108705 3.002517
H 0.771098 0.097766 3.614783
H 1.914026 -0.724729 2.542341
H 1.352639 -1.495983 4.013479
H -0.443130 -3.596352 1.692933
H 0.663351 -3.451339 3.036947
H 1.203026 -2.983563 1.436232
C 3.002633 -1.279720 -1.289644
C 3.418664 -0.812997 0.090085
S 2.821437 0.866208 0.471273
C 3.705128 1.856093 -0.798015
C 2.792929 2.830491 -1.513578
S 1.234200 2.093811 -2.108508
C 1.828876 0.951804 -3.404359
C 1.162952 -0.392902 -3.266796
S 1.200287 -1.034176 -1.568559
H 3.181981 -2.349621 -1.403936
H 3.542391 -0.766438 -2.082732
H 4.504648 -0.811625 0.196344
H 3.008591 -1.444243 0.877585
H 4.193107 1.170348 -1.488515
H 4.487808 2.401864 -0.270274
H 3.290922 3.278375 -2.375614
H 2.482356 3.653102 -0.867236
H 2.913325 0.892733 -3.335631
H 1.577147 1.407279 -4.362621
H 1.629840 -1.147107 -3.904356
H 0.104551 -0.353101 -3.526157

Forces on the atoms, in the same order (eV/Å):
Os -0.19 0.48 0.07
C 0.08 -0.49 -0.01
C 0.15 0.48 0.10
C -0.17 0.15 -0.01
C 0.05 0.13 0.00
C -0.09 -0.21 0.04
C 0.05 0.02 -0.08
C -0.01 0.08 -0.03
C 0.10 -0.02 0.04
C -0.39 -0.04 -0.03
C 0.02 -0.11 -0.07
C 0.00 0.02 0.01
C -0.01 0.01 -0.02
C -0.06 0.06 0.04
C -0.01 0.05 0.06
C 0.00 -0.01 -0.04
C 0.02 -0.01 -0.01
C 0.00 0.00 -0.04
H -0.03 -0.03 0.08
H 0.00 0.02 0.01
H -0.01 -0.01 0.00
H 0.01 -0.01 0.03
H -0.01 -0.01 -0.01
H -0.02 0.00 -0.01
H 0.00 0.00 0.00
H -0.01 -0.01 0.00
H 0.18 -0.16 0.01
H 0.07 -0.09 0.04
H 0.08 -0.09 -0.14
H 0.00 0.00 0.01
H 0.03 -0.01 0.02
H -0.01 0.00 0.01
H -0.01 -0.01 -0.01
H 0.00 0.00 0.00
H 0.00 0.00 -0.01
H 0.04 0.00 0.07
H 0.02 0.00 -0.02
H -0.01 0.01 -0.01
H 0.00 0.00 0.00
H 0.00 -0.01 0.00
H 0.00 0.00 0.01
H 0.00 0.00 0.02
H -0.01 0.00 0.01
H -0.01 0.00 0.00
H -0.04 -0.01 -0.02
H 0.00 -0.01 -0.01
H 0.00 -0.01 -0.04
C -0.02 0.05 0.07
C -0.04 0.01 -0.06
S 0.05 -0.09 0.06
C 0.07 -0.03 0.01
C -0.07 0.02 0.01
S -0.01 0.10 -0.14
C 0.03 0.05 -0.06
C -0.04 0.00 0.00
S 0.20 -0.26 0.06
H -0.02 -0.01 0.01
H 0.00 0.00 0.00
H 0.01 0.01 -0.02
H 0.00 0.00 0.00
H 0.00 0.02 0.00
H -0.01 0.00 0.00
H 0.00 -0.02 -0.01
H 0.01 0.00 0.00
H 0.00 -0.01 0.00
H 0.01 0.01 0.01
H 0.00 -0.01 0.01
H 0.00 0.00 0.00

Values from the calculation:
HOMO: -0.706 hartree
Charge: +3
Energy above the lowest of the compared OMol25 structures with the same formula, charge and spin: 0.0000 eV
Frontier orbital gap: 7.4 eV


3.
C23H42BaN5O as an isolated structure, computed with wB97M-V/def2-TZVPD.

CARTESIAN COORDINATES (ANGSTROEM)
Ba 2.715015 -6.295927 2.303514
C 1.715185 -0.683837 -0.078836
C 1.748545 -1.252937 1.339364
C 0.294765 -1.430557 1.846394
O 2.612375 -2.406587 1.539754
H 1.098235 -1.101387 -0.874526
H 2.725565 -0.562477 -0.469366
H 1.251025 0.300443 -0.140786
H 2.032905 -0.376357 1.921474
H -0.281555 -0.538827 1.599884
H 0.241345 -1.400677 2.934674
H -0.163815 -2.393067 1.619714
C 0.841625 4.893853 2.530244
C -0.467875 5.587743 2.985664
C -0.645815 6.946383 2.261494
C -1.016175 6.861763 0.877574
N -1.375355 6.775603 -0.236696
H 0.970925 4.905933 1.448004
H 0.836865 3.819573 2.714664
H 1.754785 5.311513 2.954284
H -0.286355 5.851013 4.027704
H -1.262965 4.864983 2.802504
H 0.149835 7.690813 2.290634
H -1.444385 7.426063 2.827434
C -0.944975 -4.282647 -4.131326
C 0.296905 -4.912047 -4.840426
C 1.601765 -4.737707 -4.012696
C 1.460225 -5.629837 -2.833476
N 1.364755 -6.356027 -1.942106
H -0.937255 -4.645347 -3.103476
H -1.820395 -4.599497 -4.698226
H -0.905405 -3.193597 -4.153516
H 0.433415 -4.294977 -5.728526
H 0.062375 -5.902317 -5.230896
H 1.677875 -3.688387 -3.727676
H 2.574125 -4.999327 -4.430016
C -2.527145 2.022693 -2.960556
C -1.724295 2.911633 -3.990666
C -2.527505 3.409043 -5.148256
C -3.793685 4.125943 -4.836886
N -4.770805 4.750893 -4.757516
H -2.521275 1.024223 -3.397726
H -3.594955 2.231813 -2.896156
H -2.052525 2.041933 -1.979506
H -0.771475 2.429683 -4.209676
H -1.319015 3.759063 -3.437766
H -2.776635 2.615523 -5.852786
H -1.938895 4.170893 -5.659346
C 6.880405 2.255453 3.684404
C 5.636015 1.373863 3.607074
C 5.280425 0.604213 4.936854
C 4.598645 1.477613 5.946714
N 4.024525 2.108153 6.728554
H 7.585675 1.558523 4.137144
H 6.661395 3.181483 4.216034
H 7.228615 2.453863 2.670754
H 5.725875 0.570893 2.875454
H 4.885165 2.022783 3.156254
H 6.183775 0.186283 5.381134
H 4.701745 -0.282847 4.679254
C -6.163795 -3.183167 0.088444
C -4.615375 -3.517337 0.053244
C -4.422065 -4.835987 0.662504
C -3.079435 -5.188027 1.091494
N -2.008475 -5.458067 1.371964
H -6.783745 -3.894797 -0.456846
H -6.445005 -2.227137 -0.353186
H -6.509475 -3.157627 1.121854
H -4.094285 -2.818467 0.707574
H -4.130875 -3.609227 -0.918826
H -4.719265 -5.637837 -0.013366
H -5.010395 -5.027277 1.559934

Forces on the atoms, in the same order (eV/Å):
Ba -0.64 1.75 -0.78
C 0.20 0.40 -0.97
C -0.55 -1.69 0.11
C 0.38 -0.08 0.91
O -1.11 0.93 -0.13
H 0.08 -1.33 0.20
H 0.08 -0.10 -0.01
H 0.25 0.53 0.82
H 0.96 -0.05 0.50
H -0.36 -0.28 -0.61
H 0.49 -0.12 0.32
H -0.14 0.15 -0.75
C -0.06 -0.45 -0.56
C 2.62 0.19 -0.73
C -0.83 0.05 1.04
C -1.57 -0.55 -3.56
N 1.07 0.19 2.77
H -0.16 0.40 -0.21
H -0.06 0.00 0.55
H -0.16 0.12 0.16
H -0.72 -0.36 0.17
H -0.38 0.62 0.28
H 0.62 -0.54 0.47
H -0.35 0.30 -0.38
C 1.10 -0.79 -0.40
C -0.11 1.60 -0.81
C -0.93 -1.00 0.68
C 0.35 0.27 0.52
N 0.16 0.38 -0.21
H -0.58 0.11 0.06
H -0.14 0.00 0.39
H 0.11 -0.05 0.14
H 0.17 -0.12 -0.26
H 0.40 -0.20 0.53
H -0.07 -0.09 0.39
H -0.30 -0.13 -0.66
C 0.57 -0.08 -1.52
C -0.19 0.03 2.85
C -0.35 0.56 -0.64
C -0.97 0.62 -0.02
N 1.47 -1.07 0.09
H 0.19 -0.38 0.42
H 0.14 0.65 0.16
H -0.15 -0.14 -0.11
H -0.36 -0.45 -0.83
H -0.45 0.45 0.09
H 0.00 0.01 -0.09
H 0.08 -0.16 -0.38
C -0.29 -1.51 -0.20
C -0.36 -0.17 -0.13
C -0.23 1.37 -0.45
C -0.30 -0.49 0.07
N 0.65 -0.49 -0.80
H 0.74 0.88 0.39
H 0.44 -0.20 0.19
H 0.00 0.27 0.09
H 0.48 0.04 -0.14
H -0.85 -0.35 0.67
H 0.22 0.33 0.05
H -0.55 0.32 0.21
C 0.79 0.09 -0.55
C -1.33 1.19 0.27
C -0.20 -2.69 1.16
C -0.25 0.50 -0.68
N 1.19 -0.39 0.49
H 0.25 -0.37 0.06
H 0.47 0.15 0.03
H 0.12 -0.10 0.04
H 0.06 0.45 -0.47
H -0.33 0.82 -0.20
H -0.13 -0.08 -0.16
H -0.40 0.35 0.08

Values from the calculation:
HOMO: -0.343 hartree
Charge: +1
Energy above the lowest of the compared OMol25 structures with the same formula, charge and spin: 10.2732 eV
Frontier orbital gap: 3.6 eV